[1]
{"formula": "C6H12O", "method": "ωB97M-V with the def2-TZVPD basis set", "e_lumo_ev": 1.072, "total_charge": 0, "relative_energy_kj_mol": 265.4, "elements": ["C", "O", "C", "C", "C", "C", "C", "H", "H", "H", "H", "H", "H", "H", "H", "H", "H", "H", "H"], "xyz": [[-1.516096, 0.975892, -1.852694], [-0.902364, -0.082790, -1.198663], [-1.091800, -0.235612, 0.201024], [0.318672, -0.401590, 0.726578], [0.754045, -1.811579, 1.183096], [1.238153, 0.447273, -0.255537], [1.160815, 0.744509, 1.187661], [-1.676705, 1.851921, -1.205062], [-2.472995, 0.626026, -2.242638], [-0.881737, 1.287785, -2.696802], [-1.634802, 0.626928, 0.616021], [-1.708601, -1.133797, 0.347321], [-0.035211, -2.568527, 1.063549], [1.072413, -1.889663, 2.238631], [1.604444, -2.142811, 0.582446], [0.909694, 1.254428, -0.929358], [2.015819, -0.125902, -0.737296], [0.664664, 1.669953, 1.462644], [2.028030, 0.478824, 1.771783]], "forces_ev_per_angstrom": [[-0.4, 0.2, -0.3], [-0.8, -0.6, -0.4], [-0.1, 0.1, -0.2], [0.4, 0.2, -0.8], [0.1, 0.1, -0.3], [0.4, -0.4, 0.3], [0.3, 0.2, 0.5], [0.0, -0.2, 0.0], [-0.3, 0.4, -0.2], [-0.1, -0.1, 0.2], [0.2, 0.0, 0.0], [0.2, 0.2, 0.2], [0.1, 0.4, -0.2], [-0.2, 0.4, -0.4], [0.0, -0.1, 0.0], [-0.5, -0.9, 0.5], [0.5, 0.0, 0.5], [0.2, 0.0, 0.0], [-0.1, 0.0, 0.5]]}

=====

[2]
{"formula": "C6H12O", "method": "ωB97M-V with the def2-TZVPD basis set", "e_lumo_ev": 1.116, "total_charge": 0, "relative_energy_kj_mol": 252.0, "elements": ["C", "C", "C", "C", "O", "C", "C", "H", "H", "H", "H", "H", "H", "H", "H", "H", "H", "H", "H"], "xyz": [[-1.910041, -1.070066, -0.711570], [-0.789475, 0.114804, -0.260957], [-1.408064, 1.184631, 0.654774], [0.337856, -0.582520, 0.472382], [1.186318, -1.448032, -0.259536], [1.802723, -0.376125, 0.444231], [2.503809, 0.671722, -0.372507], [-2.669553, -0.802266, -1.492672], [-1.394671, -1.962133, -1.115226], [-2.420943, -1.276013, 0.210197], [-0.833443, 0.149227, -1.326047], [-1.816013, 0.665587, 1.538126], [-2.227873, 1.705338, 0.158552], [-0.733013, 1.962118, 1.059511], [-0.039341, -1.023050, 1.407827], [2.359322, -0.721703, 1.325840], [1.865079, 0.985335, -1.201174], [3.443964, 0.278696, -0.777520], [2.743368, 1.544454, 0.245767]], "forces_ev_per_angstrom": [[0.3, 0.2, 1.2], [-1.8, -2.0, -0.2], [-0.2, -0.2, -0.3], [-0.4, -0.2, -0.2], [0.1, -0.4, -0.1], [0.0, 0.3, 0.0], [-0.1, 0.0, -0.1], [0.8, 0.5, 0.8], [0.0, 0.5, 0.5], [-0.6, -0.8, 0.3], [2.3, 2.4, -0.9], [0.0, 0.2, -0.2], [-0.1, -0.1, 0.0], [0.1, -0.5, -0.5], [0.1, 0.0, -0.2], [-0.2, 0.2, -0.2], [0.1, 0.0, 0.0], [-0.2, 0.0, 0.1], [-0.1, -0.1, -0.1]]}